C35H62Br2N2O4 | the ωB97M-V functional and the def2-TZVPD basis

Output
* calculated total energy: -188541.5696 eV
* HOMO-LUMO gap: 8.7 eV
* largest force on an atom: 0.19793 Eh/bohr
* spin multiplicity: 1

Element x y z (Å)
Br: 1.32058 4.28630 -5.66630
Br: -1.51491 5.81732 -4.39675
O: -1.78021 4.21716 0.46175
O: -1.49109 6.52859 1.51018
O: -1.12856 5.96793 -0.97284
O: -5.24523 2.25404 -5.43119
N: -5.05476 2.52423 -2.91275
N: -0.46706 -1.10225 0.06661
C: -4.38360 -0.54424 2.38334
C: -4.81107 0.06957 -4.18585
C: -5.20058 -2.97812 2.68036
C: -3.24241 3.74312 -1.41426
C: -4.58992 -0.49887 0.87692
C: 6.17619 -4.68834 3.59504
C: -0.32611 4.85151 -3.11040
C: 3.30318 -3.49545 1.48514
C: 6.44501 -0.84041 -0.27314
C: 4.90261 -5.48163 3.29441
C: 7.43420 -5.36015 3.06587
C: 2.03741 3.41692 -2.74317
C: -6.50685 -2.48130 4.80584
C: 4.29606 1.40756 -0.58869
C: -0.31568 -0.49826 -1.30054
C: 3.01976 0.60782 -0.80182
C: -1.68294 3.64116 -0.92070
C: -3.58112 2.97372 -2.82149
C: 4.45451 -4.36633 1.00601
C: -6.65653 4.00774 -1.54246
C: -1.46560 5.67272 0.45837
C: -1.23997 2.07081 -0.59840
C: -4.08235 -1.95136 2.90387
C: 0.92837 4.20633 -3.67158
C: -5.97107 3.72958 -3.00872
C: 7.67387 -0.05880 0.16567
C: 5.87959 -0.36003 -1.61215
C: -0.96092 -0.14837 1.11689
C: 5.38006 1.09084 -1.62132
C: -5.07236 1.70942 -4.22328
C: 4.59091 -5.66602 1.80327
C: -0.65981 1.03203 -1.77362
C: -6.55361 -2.60318 3.29042
C: -1.38622 1.42331 0.93570
C: -0.55733 4.68377 -1.49648
H: 7.41558 -5.46063 1.97849
H: 2.35257 -4.03113 1.40908
H: 3.23276 -2.59448 0.86866
H: 6.72140 -1.89694 -0.37124
H: 3.43988 -3.17758 2.52202
H: 6.26977 -4.57663 4.68092
H: -4.77751 0.53073 0.55270
H: -3.42953 3.67491 -3.77561
H: -7.43030 3.17338 -1.26935
H: 8.47192 -0.13921 -0.57799
H: -3.84939 -1.88965 3.97238
H: -5.44433 -1.10319 0.56449
H: -7.25178 5.02443 -1.58932
H: 2.59956 0.80669 -1.79386
H: 5.38777 -3.79465 1.03479
H: -5.38282 4.68489 -3.36526
H: -3.70170 -0.20344 -4.53206
H: 5.67975 -0.79622 0.50856
H: -7.50060 -2.23823 5.19331
H: 0.41006 4.59640 -0.80443
H: -3.69855 -0.86134 0.35314
H: -3.58366 4.86586 -1.43949
H: -3.89476 3.21193 -0.56822
H: -6.92953 -1.67135 2.85566
H: 0.06223 -1.23297 -2.16332
H: 7.55431 -6.35692 3.50438
H: 3.19199 -0.46661 -0.70821
H: 7.44763 0.99969 0.31818
H: -2.94981 2.01085 -3.02994
H: 4.28379 -4.62043 -0.04687
H: 4.98582 -6.47280 3.75391
H: 2.83180 2.86856 -3.40493
H: -3.17276 -2.32165 2.41805
H: 4.99311 1.31546 -2.62147
H: 4.67082 1.23840 0.42699
H: 5.06561 -1.02978 -1.91079
H: -1.10042 -0.59779 2.21475
H: -3.54392 0.11060 2.64118
H: 8.05313 -0.45646 1.11159
H: -1.78620 2.01545 1.86371
H: 4.05486 2.47443 -0.65174
H: 2.61344 4.25570 -2.12310
H: -5.82335 -1.69137 5.12786
H: -7.28144 -3.37951 3.02611
H: 6.10245 -3.67344 3.18857
H: -6.85389 3.44978 -3.75842
H: -4.91876 -0.35125 -3.09916
H: -4.87561 -3.93961 3.09647
H: 3.66028 -6.23958 1.71276
H: 1.57575 2.69249 -1.94431
H: -5.26250 -0.12726 2.88767
H: -0.54208 1.41305 -2.87845
H: -6.18817 -3.42294 5.26207
H: -5.33381 -3.14688 1.60608
H: 8.31728 -4.76681 3.32757
H: 5.36870 -6.28293 1.33983
H: 4.05679 -4.99086 3.78788
H: 6.65199 -0.46483 -2.38394
H: -5.90346 4.08837 -0.65015
H: -5.52097 -0.50391 -4.94623
H: 2.26954 0.88835 -0.05425
H: 6.22480 1.77049 -1.46550

Atom charges from the Mulliken analysis, given in e for atoms 1 to 99: atom 1 (Br): -0.154, atom 2 (Br): -0.108, atom 3 (O): -0.377, atom 4 (O): -0.551, atom 5 (O): -0.428, atom 6 (O): -0.565, atom 7 (N): -0.020, atom 8 (N): -0.447, atom 9 (C): -0.299, atom 10 (C): -0.811, atom 11 (C): -0.871, atom 12 (C): -0.477, atom 13 (C): -0.987, atom 14 (C): -0.270, atom 15 (C): -0.600, atom 16 (C): -0.832, atom 17 (C): 0.036, atom 18 (C): -0.716, atom 19 (C): -1.210, atom 20 (C): -0.364, atom 21 (C): -1.202, atom 22 (C): -0.458, atom 23 (C): -0.606, atom 24 (C): -0.649, atom 25 (C): 0.991, atom 26 (C): -0.122, atom 27 (C): 0.156, atom 28 (C): -0.889, atom 29 (C): 0.497, atom 30 (C): 0.295, atom 31 (C): -0.735, atom 32 (C): -0.007, atom 33 (C): -0.252, atom 34 (C): -1.423, atom 35 (C): -0.928, atom 36 (C): -0.433, atom 37 (C): -0.722, atom 38 (C): 0.555, atom 39 (C): -0.928, atom 40 (C): -0.157, atom 41 (C): -0.376, atom 42 (C): -0.528, atom 43 (C): 0.487, atom 44 (H): 0.280, atom 45 (H): 0.359, atom 46 (H): 0.001, atom 47 (H): 0.312, atom 48 (H): 0.279, atom 49 (H): 0.353, atom 50 (H): 0.227, atom 51 (H): 0.254, atom 52 (H): 0.271, atom 53 (H): 0.308, atom 54 (H): 0.390, atom 55 (H): 0.427, atom 56 (H): 0.329, atom 57 (H): 0.157, atom 58 (H): -0.160, atom 59 (H): 0.221, atom 60 (H): 0.234, atom 61 (H): 0.161, atom 62 (H): 0.379, atom 63 (H): 0.417, atom 64 (H): 0.184, atom 65 (H): 0.426, atom 66 (H): -0.016, atom 67 (H): 0.245, atom 68 (H): 0.286, atom 69 (H): 0.307, atom 70 (H): 0.179, atom 71 (H): 0.311, atom 72 (H): -0.083, atom 73 (H): 0.422, atom 74 (H): 0.402, atom 75 (H): 0.400, atom 76 (H): 0.304, atom 77 (H): 0.253, atom 78 (H): 0.399, atom 79 (H): 0.308, atom 80 (H): 0.335, atom 81 (H): 0.162, atom 82 (H): 0.406, atom 83 (H): 0.347, atom 84 (H): 0.306, atom 85 (H): 0.311, atom 86 (H): 0.285, atom 87 (H): 0.385, atom 88 (H): 0.193, atom 89 (H): 0.374, atom 90 (H): 0.179, atom 91 (H): 0.432, atom 92 (H): 0.369, atom 93 (H): -0.128, atom 94 (H): 0.446, atom 95 (H): 0.368, atom 96 (H): 0.292, atom 97 (H): 0.299, atom 98 (H): 0.374, atom 99 (H): 0.347